This record from OMol25 describes C41H37BN9Pt as an isolated structure. The level of theory is ωB97M-V with the def2-TZVPD basis set.

```
89
Properties=species:S:1:pos:R:3:lowdin_charge:R:1
Pt 0.2373 -0.3461 -0.3362 1.250
C -1.4246 -4.1733 3.1257 -0.005
C -0.6471 -3.6543 1.9669 -0.242
C 0.2717 -4.3185 1.1735 0.052
C 0.6849 -3.3958 0.2159 -0.233
N 0.0781 -2.2231 0.4533 -0.057
N -0.7595 -2.3975 1.5083 0.049
B -1.7897 -1.3257 1.9244 -0.505
N -2.4925 -0.8637 0.6093 0.054
N -1.7776 -0.4574 -0.4712 -0.073
C -2.6368 -0.2075 -1.4725 -0.217
C -3.9328 -0.4428 -1.0118 0.049
C -3.8010 -0.8657 0.2975 -0.244
C -4.8665 -1.3054 1.2408 -0.002
C -2.2513 0.2674 -2.8105 -0.175
C -1.1058 -0.1783 -3.4667 -0.053
C -0.7740 0.3197 -4.7170 -0.071
C -1.5914 1.2533 -5.3378 -0.075
C -2.7527 1.6763 -4.7056 -0.068
C -3.0795 1.1875 -3.4511 -0.029
N -1.1254 -0.1454 2.6374 0.008
N 0.1332 0.2287 2.2953 0.078
C 0.3923 1.3424 2.9753 -0.267
C -0.7064 1.6948 3.7765 0.031
C -1.6482 0.7177 3.5405 -0.272
C -3.0196 0.5732 4.1056 -0.011
C 1.6637 2.0481 2.7600 -0.172
C 2.8426 1.3288 2.5718 -0.049
C 4.0345 1.9874 2.3167 -0.091
C 4.0656 3.3742 2.2435 -0.086
C 2.8987 4.0976 2.4408 -0.075
C 1.7060 3.4389 2.7028 -0.028
C 1.6153 -3.6094 -0.9045 -0.201
C 1.3291 -3.1178 -2.1748 -0.045
C 2.2433 -3.2711 -3.2061 -0.062
C 3.4437 -3.9306 -2.9795 -0.073
C 3.7165 -4.4596 -1.7251 -0.070
C 2.8053 -4.3037 -0.6926 -0.043
H -1.1301 -5.2007 3.3281 0.088
H -2.4955 -4.1562 2.9248 0.085
H -1.2425 -3.5796 4.0212 0.095
H 0.5652 -5.3512 1.2482 0.124
H -2.6167 -1.8251 2.6221 0.116
H -4.8477 -0.3771 -1.5748 0.124
H -5.8320 -1.2544 0.7422 0.090
H -4.9056 -0.6734 2.1264 0.070
H -4.7035 -2.3306 1.5718 0.088
H -0.4721 -0.9175 -2.9991 0.059
H 0.1181 -0.0376 -5.2164 0.106
H -1.3337 1.6377 -6.3161 0.108
H -3.4032 2.3955 -5.1862 0.110
H -3.9715 1.5460 -2.9521 0.118
H -0.7969 2.5242 4.4578 0.116
H -3.1680 1.3025 4.8994 0.087
H -3.1814 -0.4223 4.5198 0.086
H -3.7834 0.7500 3.3466 0.071
H 2.8128 0.2513 2.6604 0.106
H 4.9507 1.4211 2.2010 0.102
H 4.9978 3.8891 2.0503 0.104
H 2.9167 5.1785 2.3926 0.106
H 0.7948 4.0067 2.8474 0.114
H 0.3781 -2.6326 -2.3515 0.084
H 2.0104 -2.8936 -4.1935 0.108
H 4.1551 -4.0521 -3.7857 0.108
H 4.6404 -4.9961 -1.5525 0.109
H 3.0213 -4.7066 0.2899 0.121
C -2.3999 4.5046 -1.0526 -0.060
C -1.4543 4.4602 -2.0689 -0.059
C -0.4844 3.4733 -2.0727 -0.014
C -0.4974 2.5345 -1.0513 -0.245
C -1.4299 2.5598 -0.0240 -0.019
C -2.3835 3.5656 -0.0299 -0.048
N 0.5154 1.5207 -1.0026 -0.095
N 1.6568 1.9154 -1.2900 0.152
C 2.6504 0.9662 -1.0176 -0.291
C 3.9725 1.2756 -1.2703 0.030
C 4.9388 0.3694 -0.8606 -0.023
C 4.5463 -0.7720 -0.1818 -0.015
C 3.2001 -1.0009 0.0456 -0.093
N 2.2649 -0.1658 -0.4015 -0.033
H -3.1531 5.2817 -1.0563 0.112
H -1.4770 5.1914 -2.8657 0.113
H 0.2552 3.4105 -2.8580 0.117
H -1.3867 1.8265 0.7727 0.091
H -3.1109 3.6173 0.7692 0.113
H 4.2147 2.2094 -1.7551 0.129
H 5.9852 0.5697 -1.0453 0.124
H 5.2673 -1.4901 0.1822 0.123
H 2.8526 -1.8619 0.5940 0.114
```

Summary:
Energy above the lowest of the compared OMol25 structures with the same formula, charge and spin   1.33 kcal per mole
Charge   +1
F_max   0.011 Eh/bohr
Multiplicity   1
HOMO-LUMO gap   6.4456 eV


This record from OMol25 describes C8H18O as an isolated structure at a distorted geometry. The level of theory is ωB97M-V with the def2-TZVPD basis set.

```
27
Properties=species:S:1:pos:R:3:nbo_charge:R:1
C -0.9299 1.9965 -0.1718 0.053
C -2.2957 2.6129 0.1467 -0.618
C -1.0470 0.4869 -0.1790 -0.158
C -1.4439 -0.2079 -1.2806 -0.454
O -0.4585 2.4302 -1.4439 -0.727
H -0.4120 3.3915 -1.4377 0.471
H -0.2151 2.2987 0.6093 0.164
H -1.3090 0.0954 0.7966 0.197
H -3.0104 2.3422 -0.6295 0.220
H -2.2252 3.7004 0.1982 0.202
H -2.6685 2.2483 1.1037 0.214
H -1.2966 0.2134 -2.2641 0.211
H -2.0364 -1.1052 -1.2014 0.204
C 1.0162 -1.5685 0.7880 -0.108
C 2.3364 -2.0262 1.3485 -0.632
C 1.4329 0.0998 -0.0404 -0.685
C 0.3943 -2.4419 -0.2295 -0.664
H 0.3277 -1.2718 1.5764 0.191
H -0.3436 -3.1241 0.1969 0.209
H 3.0272 -2.2850 0.5465 0.207
H 2.1979 -2.9087 1.9789 0.216
H 2.8046 -1.2489 1.9560 0.213
H 1.8686 0.6083 0.8158 0.187
H 2.2158 -0.3660 -0.6330 0.194
H 1.1401 0.8334 -0.7839 0.241
H 1.1279 -2.9947 -0.8156 0.205
H -0.1980 -1.8090 -0.9511 0.245
```

Summary:
Energy above the lowest of the compared OMol25 structures with the same formula, charge and spin   87.14 kcal per mole
Charge   0
F_max   0.072 Eh/bohr
Multiplicity   1
HOMO-LUMO gap   9.3884 eV


This record from OMol25 describes a 8-piece molecular cluster, C29H37Cl29F3IN6O6PS2 overall. The level of theory is ωB97M-V with the def2-TZVPD basis set.

```
114
Properties=species:S:1:pos:R:3:lowdin_charge:R:1
C 3.1957 3.5719 0.4044 -0.108
C 2.2434 3.3303 -0.7911 -0.242
C 1.0470 2.4418 -0.4231 -0.192
C 1.4792 0.9935 -0.0961 -0.174
N 0.7029 -0.0297 -0.8016 0.040
C -0.0662 -0.9719 -0.0446 -0.359
C 0.7897 -1.9283 0.8614 -0.034
C 2.1445 -2.2694 0.2417 -0.388
C 3.3696 -1.5702 0.7959 -0.029
N 2.3134 -3.1316 -0.6759 0.180
C -0.9607 -1.8411 -0.9810 -0.103
C -1.3537 -1.1714 -2.2953 -0.114
O -1.4203 -2.2336 -3.2615 -0.010
C -0.4968 -2.2929 -4.2075 -0.760
F 0.7570 -2.2817 -3.7184 0.103
F -0.5505 -1.2682 -5.0504 0.150
F -0.6648 -3.4181 -4.8679 0.208
C -2.1355 -2.5654 -0.1900 -0.311
N -1.7925 -3.9705 -0.1575 0.053
C -2.4242 -4.9417 -0.5645 -0.854
S -3.2165 -6.1626 -1.0802 0.860
P -3.9097 -2.3111 -0.8454 0.237
O -4.7538 -3.0794 0.3057 -0.205
O -4.2449 -0.7611 -0.5959 -0.175
S -4.3180 -2.8986 -2.5924 0.492
N -2.1938 -2.1737 1.2953 0.058
C -2.6912 -3.1792 2.2414 -0.124
C -1.6039 -3.9924 2.9575 -0.783
O -0.8107 -3.5139 3.7003 0.071
Cl -1.7040 -5.7025 2.6871 0.773
C -1.5480 -1.1018 1.7738 -0.253
N -1.4328 -0.8404 3.0571 0.164
C -0.6708 0.2715 3.6496 -0.217
C -1.2994 0.6942 4.9981 -0.773
C -2.1772 1.9472 4.8479 -0.171
I 0.2649 1.1128 6.3822 0.935
N -0.9209 -0.1986 0.8857 0.022
O -1.9358 0.4726 0.1694 -0.070
C -2.1850 1.7348 0.7909 -0.126
C -2.9330 2.7144 -0.1511 -0.378
C -2.4254 4.1449 0.0941 -0.050
O -2.8370 2.3146 -1.5055 -0.036
H 4.1160 2.9921 0.3337 0.060
H 3.4389 4.6309 0.5058 0.039
H 2.6940 3.2809 1.3357 0.071
H 1.8666 4.2982 -1.1322 0.103
H 2.7896 2.8799 -1.6256 0.107
H 0.5751 2.9122 0.4437 0.090
H 0.3529 2.3911 -1.2663 0.107
H 1.4653 0.8144 0.9810 0.114
H 2.5245 0.8972 -0.4101 0.109
H 1.1992 -0.4509 -1.5726 0.131
H 0.2680 -2.8764 1.0209 0.109
H 0.9752 -1.4637 1.8346 0.111
H 3.7489 -0.8301 0.0871 0.076
H 4.1533 -2.3218 0.9186 0.089
H 3.1891 -1.1089 1.7667 0.075
H 1.4442 -3.5833 -0.9569 0.025
H -0.2855 -2.6369 -1.3004 0.129
H -0.5998 -0.4402 -2.5918 0.129
H -2.3055 -0.6432 -2.2885 0.109
H -5.1871 -2.4857 0.9335 0.093
H -4.1806 -0.4824 0.3273 0.074
H -3.4073 -3.8489 1.7844 0.093
H -3.2375 -2.6530 3.0369 0.146
H -1.8190 -1.4792 3.7382 0.129
H -0.6633 1.1215 2.9795 0.098
H 0.3483 -0.0860 3.8146 0.084
H -1.9405 -0.0991 5.3862 0.077
H -3.1535 1.6898 4.4222 0.078
H -1.6921 2.6932 4.2134 0.077
H -2.3589 2.4239 5.8123 0.060
H -1.2559 2.1755 1.1475 0.088
H -2.8214 1.5715 1.6770 0.124
H -3.9965 2.6808 0.1021 0.142
H -3.2438 4.8558 0.2110 0.061
H -1.8247 4.4935 -0.7519 0.079
H -1.7973 4.2115 0.9863 0.078
H -2.1409 2.8266 -1.9325 0.079
C 5.9288 6.2266 2.2202 -2.065
Cl 6.4952 4.9423 1.1486 0.530
Cl 4.9557 5.5156 3.5164 0.512
Cl 7.3064 7.0745 2.9136 0.542
Cl 4.9336 7.3593 1.2994 0.523
C 5.0289 -0.9092 -4.9206 -2.047
Cl 5.7646 -1.5779 -6.3701 0.527
Cl 3.5586 -1.8081 -4.4927 0.506
Cl 6.1822 -0.9938 -3.5875 0.527
Cl 4.5906 0.7786 -5.2171 0.519
C 1.5607 -7.6569 0.4662 -2.050
Cl 1.9846 -7.4938 2.1727 0.527
Cl 3.0131 -7.5861 -0.5223 0.551
Cl 0.7233 -9.1848 0.2053 0.544
Cl 0.4814 -6.3208 0.0165 0.500
C 5.3243 -6.0679 -6.4080 -2.054
Cl 6.7023 -6.4904 -5.3874 0.525
Cl 4.1543 -7.3898 -6.3967 0.525
Cl 4.5683 -4.5963 -5.7887 0.475
Cl 5.8805 -5.7861 -8.0604 0.528
C 0.4224 3.3810 10.1454 -2.061
Cl 0.7271 4.9660 9.4346 0.529
Cl 0.3699 3.5113 11.8990 0.546
Cl -1.1239 2.7591 9.5539 0.476
Cl 1.7242 2.2713 9.6798 0.481
C -4.7937 7.1090 -2.6387 -2.056
Cl -4.2055 5.4445 -2.4558 0.540
Cl -5.6384 7.2862 -4.1706 0.545
Cl -5.8988 7.4718 -1.3100 0.526
Cl -3.4194 8.2149 -2.5817 0.529
C -2.2331 1.4501 -7.1200 -2.065
Cl -2.6433 2.9913 -7.8681 0.534
Cl -2.2104 1.6444 -5.3567 0.504
Cl -3.4387 0.2382 -7.5500 0.536
Cl -0.6444 0.9321 -7.6826 0.537
```

Summary:
Charge   +1
F_max   0.018 Eh/bohr
Multiplicity   1
HOMO-LUMO gap   8.5871 eV


This record from OMol25 describes an isolated ion of composition C5H7N3O and charge +2 at a distorted geometry. The level of theory is ωB97M-V with the def2-TZVPD basis set.

```
16
Properties=species:S:1:pos:R:3:nbo_charge:R:1
C 0.5274 2.2204 -0.4973 0.406
N 0.5898 1.0811 -0.6097 -0.353
C 1.4605 -0.3846 -0.4130 0.232
N 2.6129 -0.0452 0.2025 -0.719
C 0.3720 -1.2334 0.2980 -0.604
C -0.9645 -0.7024 0.3030 0.662
N -2.0343 -0.3496 0.5084 -0.300
C -3.5299 -0.0778 0.1068 0.580
O -4.0759 -0.8931 -0.5274 -0.287
H -0.0007 3.1831 -0.2447 0.327
H 1.6038 -0.6160 -1.4450 0.263
H 3.3028 0.4509 -0.5150 0.448
H 2.8134 0.1301 1.1333 0.434
H 0.1850 -2.2390 -0.1547 0.345
H 0.7976 -1.4350 1.3233 0.342
H -3.6598 0.9107 0.5317 0.225
```

Summary:
Energy above the lowest of the compared OMol25 structures with the same formula, charge and spin   8.66 kcal per mole
Charge   +2
F_max   0.105 Eh/bohr
SMILES   C#[N+][C@@H](N)CC#[N+]C=O
Multiplicity   1
HOMO-LUMO gap   10.3901 eV


This record from OMol25 describes a single C4H10N2O molecule at a distorted geometry. The level of theory is ωB97M-V with the def2-TZVPD basis set.

```
17
Properties=species:S:1:pos:R:3:nbo_charge:R:1
C -1.9393 2.4360 0.7166 -0.638
C -1.0132 1.4771 -0.0336 -0.440
C 0.1596 0.7947 0.7859 -0.239
N 0.0658 -0.6840 0.6692 -0.638
C 0.8023 -1.3815 -0.3141 0.780
N 1.1114 -0.8366 -1.5707 -0.863
O 1.1589 -2.5596 -0.2229 -0.652
H -1.5473 2.8884 1.6808 0.215
H -1.9086 3.4735 0.1245 0.206
H -3.0270 2.1702 0.7118 0.227
H -0.5610 2.1106 -0.8833 0.203
H -1.6644 0.5914 -0.3658 0.231
H 1.1420 1.2208 0.5699 0.201
H -0.1212 1.1732 1.8544 0.207
H 0.0158 -1.0142 1.5471 0.397
H 0.8010 0.1177 -1.8651 0.391
H 1.3024 -1.5687 -2.2098 0.415
```

Summary:
Energy above the lowest of the compared OMol25 structures with the same formula, charge and spin   42.14 kcal per mole
Charge   0
F_max   0.100 Eh/bohr
SMILES   CCCNC(N)=O
Multiplicity   1
HOMO-LUMO gap   10.4922 eV